No. 1
Formula: C6H15N2
Source: the OMol25 dataset
Level of theory: the ωB97M-V functional and the def2-TZVPD basis

The geometry in XYZ format:
```
23
C6H15N2 | the OMol25 dataset | the ωB97M-V functional and the def2-TZVPD basis
C -0.538 0.410 -1.660
C 1.187 1.072 -0.715
C -0.199 0.906 -0.228
C 0.729 -0.860 1.839
C -1.401 -1.518 0.741
C 0.053 -1.087 0.596
N -0.850 1.924 0.445
N 0.891 0.229 -1.893
H -0.905 -0.503 -1.770
H -1.072 1.147 -2.248
H 1.439 2.163 -1.094
H 2.042 0.755 -0.025
H 0.114 -0.431 2.668
H 1.517 -0.190 1.833
H 1.087 -1.910 2.115
H -1.929 -0.711 1.128
H -1.351 -2.291 1.408
H -1.739 -1.729 -0.181
H 0.629 -1.501 -0.196
H -0.419 2.416 1.223
H -1.798 1.803 0.572
H 1.228 -0.662 -1.735
H 1.287 0.569 -2.822
```

Frontier orbital gap: 8.301 eV
Charge: +1
HOMO energy: -11.59 eV

---

No. 2
Formula: C32H24N3O4PTa
Source: the OMol25 dataset
Level of theory: the ωB97M-V functional and the def2-TZVPD basis

The geometry in XYZ format:
```
65
C32H24N3O4PTa | the OMol25 dataset | the ωB97M-V functional and the def2-TZVPD basis
Ta -0.620 1.186 0.704
O 2.945 5.001 -1.442
C 3.653 4.088 -0.796
C 5.036 4.293 -0.736
C 5.833 3.384 -0.091
C 5.297 2.230 0.521
C 3.957 2.005 0.468
C 3.094 2.924 -0.190
C 1.703 2.706 -0.232
O 1.197 1.568 0.376
N 0.792 3.485 -0.755
N -0.439 2.949 -0.555
C -1.475 3.518 -1.072
C -2.722 2.808 -0.865
C -3.930 3.248 -1.345
C -5.067 2.467 -1.115
C -4.931 1.277 -0.425
C -3.684 0.895 0.040
N -2.575 1.637 -0.161
H 1.996 4.800 -1.454
H 5.444 5.179 -1.202
H 6.900 3.562 -0.046
H 5.954 1.541 1.031
H 3.526 1.136 0.943
H -1.392 4.436 -1.644
H -3.994 4.182 -1.887
H -6.033 2.793 -1.476
H -5.780 0.638 -0.230
H -3.567 -0.030 0.584
O 0.029 0.964 2.633
C -0.870 0.048 2.762
O -1.918 0.335 2.076
C -0.555 -1.341 3.117
C -0.425 -1.865 4.386
C -0.066 -3.205 4.513
C 0.193 -3.975 3.392
C 0.105 -3.426 2.115
C -0.292 -2.104 1.961
P -0.320 -1.397 0.278
C -1.810 -1.843 -0.597
C -1.971 -1.379 -1.910
C -3.143 -1.653 -2.592
C -4.152 -2.384 -1.969
C -3.992 -2.846 -0.669
C -2.821 -2.575 0.026
C 1.153 -1.883 -0.587
C 1.079 -2.626 -1.768
C 2.251 -3.041 -2.381
C 3.480 -2.720 -1.821
C 3.552 -1.989 -0.637
C 2.392 -1.569 -0.016
H -0.609 -1.257 5.262
H 0.026 -3.642 5.498
H 0.487 -5.010 3.505
H 0.362 -4.030 1.253
H -1.173 -0.839 -2.412
H -3.264 -1.320 -3.614
H -5.062 -2.610 -2.510
H -4.770 -3.434 -0.202
H -2.696 -2.943 1.037
H 0.124 -2.894 -2.200
H 2.203 -3.622 -3.291
H 4.390 -3.049 -2.303
H 4.514 -1.760 -0.201
H 2.450 -1.024 0.920
```

Frontier orbital gap: 4.726 eV
Charge: +3
HOMO energy: -15.99 eV

---

Calculated energy in order - -346.73381, -2096.54245 hartree
Calculated ΔE to the lowest compared entry with this formula, charge and spin in order - 112.17, 0.00 kcal per mole